[1]
Here is a molecular structure, C3H6N2O2 from OMol25. Energies are from ωB97M-V with the def2-TZVPD basis set.

Geometry as XYZ:
```
13
Properties=species:S:1:pos:R:3:mulliken_charge:R:1
C -0.95983 0.00485 0.58084 -0.1445
C -0.43905 -1.05772 -0.02789 -0.3768
C 2.48265 -0.77781 -0.05949 -0.0548
N -0.61878 1.36964 0.43094 -0.2830
N 0.76542 -0.94496 -0.85396 -0.4497
O -1.63446 2.24014 0.06137 -0.4071
O 2.34099 -1.31515 0.95923 -0.2289
H -1.85825 -0.33847 1.09572 0.3195
H -0.85936 -1.92953 0.32064 0.3348
H 0.24396 1.68154 0.03502 0.2899
H 0.86032 -0.21598 -1.52893 0.3612
H 0.94632 -1.74948 -1.47999 0.3002
H -1.26993 3.03294 0.46649 0.3391
```

LUMO level (eV): 0.8
HOMO-LUMO gap (eV): 8.73
E_HOMO (eV): -7.960

---

[2]
Here is C3H5NOS in the gas phase from OMol25. Energies are from ωB97M-V with the def2-TZVPD basis set.

Geometry as XYZ:
```
11
Properties=species:S:1:pos:R:3:mulliken_charge:R:1
C -1.23690 -1.01865 0.67726 -0.9094
C 0.19962 -0.53314 0.44652 0.2392
S 1.58326 -1.26198 0.84576 -0.2989
C 0.17569 0.68648 -0.54474 0.5901
N 1.33642 1.28078 -0.81914 -0.3673
O -0.87331 1.09791 -0.94879 -0.5896
H -1.75310 -1.11085 -0.24360 0.3026
H -1.34442 -1.97272 1.21454 0.3197
H -1.62061 -0.20390 1.26172 0.2853
H 2.21244 0.93653 -0.43210 0.1773
H 1.32090 2.09953 -1.45742 0.2508
```

SMILES: CC(=S)C(N)=O
LUMO level (eV): -0.8
HOMO-LUMO gap (eV): 8.16
E_HOMO (eV): -8.963

---

[3]
Here is a molecular structure, C2H2CdFO2 from OMol25. Energies are from ωB97M-V with the def2-TZVPD basis set.

Geometry as XYZ:
```
8
Properties=species:S:1:pos:R:3:mulliken_spin:R:1
H -1.72279 0.14541 -0.93439 -0.0041
O 0.21182 -1.44582 -0.24688 0.1416
C -0.88840 -0.93693 -0.09739 0.7326
C -1.04589 0.53966 0.09853 0.0703
O 0.11668 1.19072 0.07815 0.0313
H -1.76307 0.74857 0.91317 -0.0163
F 3.42742 -0.29433 0.07727 0.0059
Cd 1.66423 0.05271 0.11153 0.0387
```

LUMO level (spin up / spin down) (eV): 0.4 / -1.5
HOMO-LUMO gap (spin up / spin down) (eV): 10.05 / 8.88
Multiplicity: 2
E_HOMO (spin up / spin down) (eV): -9.664 / -10.413

---

[4]
Here is 17 unconnected molecules or ions with the total composition C20H74O27 from OMol25. Energies are from ωB97M-V with the def2-TZVPD basis set.

Geometry as XYZ:
```
121
Properties=species:S:1:pos:R:3:mulliken_spin:R:1
O -4.06256 -0.42472 -0.15503 0.0660
H -3.49228 -0.13461 0.55690 0.0631
H -4.73431 -0.95328 0.27579 -0.0110
O -2.24128 1.68790 -2.34501 0.1272
H -1.72548 1.33789 -1.61861 0.0477
H -2.13260 2.63677 -2.28122 0.0121
O 1.27156 -4.10866 -1.08678 0.0003
H 1.85964 -3.53658 -0.59370 0.0007
H 1.21598 -3.70610 -1.95343 -0.0002
O -3.29778 0.65259 2.50181 -0.2050
H -3.75766 0.74825 3.33583 0.1621
H -2.38545 0.49856 2.74710 0.0290
O -2.63397 -3.77449 -0.78164 -0.0041
H -2.87308 -3.57873 0.12431 -0.0007
H -2.37428 -2.92969 -1.14921 0.0014
O 0.22833 4.87299 0.13323 -0.0503
H -0.11108 4.03346 0.44341 0.1866
H -0.18858 5.52380 0.69790 0.0038
O -1.15829 3.13678 1.96897 -1.9990
H -0.65538 3.17597 2.78247 0.9614
H -2.06672 3.26498 2.24201 0.2964
C -1.01416 -3.45086 3.29889 -0.0014
C 0.34728 -3.33572 2.52154 -0.0075
O 1.16285 -2.21590 2.89952 0.0186
O -0.79467 -3.28910 4.69131 -0.0132
H -1.55166 -4.35680 3.01878 -0.0072
H -1.68513 -2.69537 2.89009 0.0022
H 0.10007 -3.19416 1.46943 0.0021
H 0.90767 -4.26446 2.62881 0.0007
H 1.84845 -2.01361 2.25871 -0.0067
H -0.11363 -3.93568 4.89058 0.0031
C 2.44509 1.12755 -1.50893 -0.0128
C 3.46742 2.28503 -1.42792 -0.0114
O 4.62827 1.85060 -2.09561 -0.0074
O 3.14137 0.03958 -0.90053 0.0282
H 2.20308 0.93548 -2.55422 0.0199
H 1.47228 1.25291 -1.03349 0.0536
H 3.80702 2.42121 -0.40117 0.0079
H 3.13045 3.24858 -1.81017 -0.0176
H 5.36920 2.36720 -1.77044 0.0021
H 3.94072 0.06256 -1.43168 -0.0008
C -4.66216 3.37634 0.74720 0.0275
C -3.78278 4.18026 -0.18421 -0.0239
O -3.61672 5.54401 0.26986 -0.0682
O -4.08515 3.11497 1.97521 -0.4240
H -4.75460 2.37045 0.33764 0.0275
H -5.65256 3.80464 0.90139 0.0157
H -4.17974 4.13189 -1.19820 -0.0131
H -2.76408 3.80135 -0.26649 0.1052
H -3.33038 5.47484 1.18354 0.0782
H -4.05434 2.16927 2.13741 0.1280
C -1.22816 -0.04728 -4.91587 0.0076
C -0.48279 1.12349 -5.58183 0.0015
O 0.94106 1.15669 -5.17179 -0.0025
O -2.53432 -0.25481 -5.44836 -0.0011
H -1.25466 0.01060 -3.82773 0.0011
H -0.61756 -0.89940 -5.21444 0.0008
H -1.02018 2.04609 -5.36246 -0.0014
H -0.48915 1.06834 -6.67042 -0.0001
H 1.28797 1.86040 -5.72500 0.0006
H -2.82086 -1.12796 -5.17070 0.0001
C -5.68450 -0.39249 -3.27339 -0.0003
C -5.26279 0.96963 -3.88564 -0.0012
O -4.84590 1.86646 -2.89495 -0.0047
O -4.54571 -1.08650 -2.76827 0.0047
H -6.13308 -0.99643 -4.06215 -0.0006
H -6.44572 -0.14143 -2.53473 0.0006
H -6.06374 1.43395 -4.46094 0.0000
H -4.45554 0.76693 -4.58945 -0.0001
H -3.88610 1.85585 -2.91099 -0.0057
H -4.29767 -0.69581 -1.92717 0.0057
C 3.33298 2.33450 3.77203 0.8559
C 3.24628 0.93635 3.29959 -0.1116
O 4.51619 0.34979 3.10279 0.0345
O 3.86919 3.20810 2.83748 -0.1436
H 3.89854 2.37832 4.70279 0.1266
H 2.33737 2.75740 3.90626 -0.3558
H 2.77462 0.98168 2.31797 0.0477
H 2.68112 0.38976 4.05453 -0.1317
H 5.00838 0.98362 2.57590 -0.0071
H 3.70720 4.12984 3.05139 -0.0230
C -0.42753 0.27832 5.08831 0.1958
C 0.04302 -0.57535 6.24323 0.0148
O 1.23871 -1.33812 5.94432 -0.0380
O -1.00137 -0.35679 4.02325 -0.7095
H 0.40420 0.91416 4.78495 0.4870
H -1.23675 0.95077 5.37307 -0.0778
H -0.75198 -1.19329 6.66062 0.0131
H 0.43247 0.12000 6.98682 -0.0195
H 1.08045 -1.63135 5.04400 0.0135
H -0.39201 -1.02432 3.69969 0.1007
C -0.21782 -0.99987 -0.63848 0.0543
C -0.40286 -0.06867 0.57008 0.7303
O -1.13863 0.99631 0.14001 0.1925
O -1.46181 -1.40494 -1.24555 0.0360
H 0.38877 -1.86926 -0.38491 -0.0081
H 0.40105 -0.46992 -1.36252 0.0010
H 0.48498 0.32801 1.06250 -0.0366
H -0.94531 -0.70008 1.27376 0.0562
H -1.23543 1.61359 0.86885 0.0996
H -2.00510 -0.62856 -1.39937 0.0106
C 2.39462 -2.62740 -4.58424 -0.0003
C 3.13971 -2.24538 -3.27882 0.0003
O 3.92494 -3.36651 -2.76250 -0.0003
O 1.50526 -3.70686 -4.44473 0.0001
H 2.97898 -2.71604 -5.50008 0.0000
H 1.70045 -1.80705 -4.76660 0.0000
H 2.50000 -1.77555 -2.53174 0.0006
H 3.90640 -1.53811 -3.59515 -0.0001
H 4.81875 -3.13758 -2.49737 -0.0001
H 2.03774 -4.45722 -4.17084 0.0000
C 5.34064 -2.19467 1.63509 0.0007
C 4.12123 -2.79534 0.85660 -0.0011
O 2.86992 -2.12882 0.71607 -0.0089
O 5.70613 -0.98656 0.91158 0.0000
H 6.12746 -2.94169 1.53034 -0.0001
H 5.03482 -2.19068 2.68131 -0.0020
H 3.84826 -3.76514 1.27264 -0.0008
H 4.40352 -3.02051 -0.17185 0.0007
H 3.10276 -1.43446 0.09539 -0.0003
H 5.13494 -0.30115 1.26593 0.0060
```

LUMO level (spin up / spin down) (eV): 1.9 / 1.9
HOMO-LUMO gap (spin up / spin down) (eV): 2.18 / 9.01
Multiplicity: 2
E_HOMO (spin up / spin down) (eV): -0.301 / -7.150
Charge: -1

---

[5]
Here is a molecular structure, C5H10O from OMol25. Energies are from ωB97M-V with the def2-TZVPD basis set.

Geometry as XYZ:
```
16
Properties=species:S:1:pos:R:3:mulliken_charge:R:1
C 1.51175 0.66852 0.14998 -1.6005
C 0.11399 0.08700 0.07280 1.3557
C -0.94944 1.06296 0.55452 -1.6283
C -0.27672 -0.64103 -1.21291 -0.7310
C -1.06859 -1.70978 -0.43396 -0.3773
O 0.07465 -1.14620 0.90195 -0.5131
H 1.70931 1.08087 1.14672 0.3578
H 2.26082 -0.09804 -0.06798 0.4010
H 1.61954 1.47754 -0.58104 0.3490
H -1.94593 0.68892 0.30472 0.4385
H -0.80243 2.04450 0.09114 0.3722
H -0.87835 1.20529 1.64142 0.4174
H -0.90552 -0.04264 -1.88121 0.2747
H 0.62137 -0.96101 -1.76556 0.3008
H -0.59506 -2.69423 -0.59837 0.1654
H -0.48938 -1.02267 1.67777 0.4176
```

LUMO level (eV): 0.8
HOMO-LUMO gap (eV): 8.44
E_HOMO (eV): -7.632

---

[6]
Here is a molecular structure, Cl2FO8Sr from OMol25. Energies are from ωB97M-V with the def2-TZVPD basis set.

Geometry as XYZ:
```
12
Properties=species:S:1:pos:R:3:mulliken_charge:R:1
Sr 1.64203 0.05864 1.57419 2.2025
F 2.63844 1.74681 2.26106 -0.9042
Cl -0.95329 1.42398 0.14307 1.6385
O -1.80397 0.30708 -0.02431 -0.5351
O -0.62700 2.18736 -1.11494 -0.6352
O -1.43036 2.36697 1.11496 -0.6499
O 0.40968 1.04569 0.63283 -0.9153
Cl 0.02379 -1.82793 -0.90741 1.6414
O 0.82117 -1.26019 0.19328 -0.9190
O -1.18439 -2.37154 -0.53722 -0.6127
O -0.36456 -0.84080 -1.97301 -0.6346
O 0.82845 -2.83606 -1.36251 -0.6766
```

LUMO level (eV): 2.1
HOMO-LUMO gap (eV): 8.74
E_HOMO (eV): -6.635
Charge: -1

---

Which formula does entry 4 have?
C20H74O27